Formula: C5H10
Source: the OMol25 dataset
Level of theory: ωB97M-V/def2-TZVPD

Values from the calculation:
**SMILES**: C=C1C[C@@H]1C.[H][H]
**F_max**: 3.252 eV/Å
**Energy relative to the best compared isomer or geometry (same formula, charge and spin)**: 4.698 eV
**E_LUMO**: 0.94 eV
**E_tot**: -196.3357 Eh
**Total charge**: 0
**2S+1**: 1

Atoms and positions in Å:
C (1.8432, -1.0667, 0.1104)
C (1.0071, -0.1667, -0.3457)
C (0.8690, 0.7909, -1.3634)
C (-0.1401, 0.5299, 0.1819)
C (0.0497, 1.7978, 1.0073)
H (1.7499, -1.3564, 1.1522)
H (2.5628, -1.6335, -0.4621)
H (1.7440, 1.3965, -1.5704)
H (-0.0142, 1.0504, -1.9279)
H (-1.0817, 0.1509, -0.1976)
H (-0.4502, 1.7821, 1.9662)
H (-0.3022, 2.6491, 0.4370)
H (1.1168, 1.8483, 1.2147)
H (-4.7643, -3.6541, -0.1215)
H (-4.1898, -4.1185, -0.0811)

Cartesian forces, eV/Å:
C 0.422 -0.960 0.744
C -0.534 -1.946 0.274
C -1.340 0.443 -0.292
C 2.007 2.396 -0.898
C -0.252 -1.055 0.173
H -0.137 -0.207 -0.098
H 0.334 0.570 -0.220
H -0.260 0.592 0.563
H 0.174 -0.936 -0.724
H -0.181 0.477 0.105
H -0.317 -0.060 0.301
H 0.057 0.304 0.153
H 0.026 0.380 -0.082
H -0.044 0.035 -0.003
H 0.045 -0.033 0.003

Formula: CH3N2O2
Source: the OMol25 dataset
Level of theory: ωB97M-V/def2-TZVPD

Values from the calculation:
**F_max**: 1.863 eV/Å
**Energy relative to the best compared isomer or geometry (same formula, charge and spin)**: 6.120 eV
**E_LUMO (spin up / spin down)**: 4.64 / 4.69 eV
**E_tot**: -299.7053 Eh
**Total charge**: -1
**2S+1**: 1

Atoms and positions in Å:
C (-0.4697, -0.4516, 1.0003)
N (-0.7463, 0.8330, 0.8724)
N (0.7451, 0.9346, -1.1306)
O (0.6111, 1.6724, -2.1011)
O (0.8307, -0.3077, -1.2986)
H (-1.2036, -1.2998, 0.6520)
H (0.2400, -0.5472, 0.0528)
H (-0.0072, -0.8337, 1.9528)

Cartesian forces, eV/Å:
C -1.035 -1.341 0.775
N -0.274 -0.127 0.105
N -0.344 1.092 0.304
O 0.416 -0.734 -0.122
O 0.072 -0.152 -0.742
H 0.424 1.138 0.142
H 0.502 -0.105 -0.035
H 0.239 0.229 -0.427

Formula: C10H15CrO8
Source: the OMol25 dataset
Level of theory: ωB97M-V/def2-TZVPD

Values from the calculation:
**F_max**: 8.256 eV/Å
**Energy relative to the best compared isomer or geometry (same formula, charge and spin)**: 0.000 eV
**E_LUMO (spin up / spin down)**: 0.11 / 0.57 eV
**Expectation value of S²**: 3.796
**E_tot**: -2036.4918 Eh
**Total charge**: 0
**2S+1**: 4

Atoms and positions in Å:
Cr (-1.3341, 0.2956, 0.3116)
C (-3.4966, -1.6112, -2.4880)
C (-2.8231, -0.7616, -1.4540)
O (-1.9699, 0.0541, -1.6246)
O (-2.9684, -0.9540, -0.2433)
H (-3.9395, -0.8953, -3.1804)
H (-4.2387, -2.2630, -2.0270)
H (-2.8976, -2.2233, -3.1622)
C (0.1481, -1.9226, 3.5295)
C (-0.4860, -1.2143, 2.2844)
O (-1.3368, -0.3294, 2.3658)
O (-0.2921, -1.4213, 1.0677)
H (-0.6025, -2.4754, 4.0944)
H (0.5897, -1.1460, 4.1541)
H (0.8943, -2.6551, 3.2217)
C (-2.0184, 3.9574, 1.8886)
C (-1.7506, 2.6846, 1.1585)
O (-2.5965, 1.8912, 0.7249)
O (-0.6579, 2.2161, 0.9065)
H (-2.8392, 3.9763, 2.6056)
H (-2.2710, 4.7498, 1.1840)
H (-1.0388, 4.2206, 2.2878)
O (0.7899, 0.5261, -0.5851)
C (1.8687, 0.2066, -1.1217)
O (1.9167, -0.1887, -2.3577)
C (3.2051, -0.6114, -2.7265)
C (3.8830, -0.9284, -1.3445)
C (3.2570, 0.1006, -0.4970)
H (3.8938, 0.0787, -3.2140)
H (3.1892, -1.5235, -3.3230)
H (4.9577, -0.7481, -1.3662)
H (4.0310, -1.9737, -1.0734)
H (3.7964, 1.0461, -0.5518)
H (3.1373, -0.1574, 0.5552)

Cartesian forces, eV/Å:
Cr -2.537 -0.404 1.637
C -0.742 0.632 -0.559
C -0.966 -3.418 0.971
O 5.010 5.118 -4.107
O -1.631 -1.800 4.003
H -0.547 -0.085 -0.023
H -0.038 0.312 -0.020
H 0.717 0.155 0.571
C -0.373 0.370 -1.525
C -0.296 -0.581 -0.629
O -2.264 3.536 2.717
O 3.116 -2.504 -2.218
H -0.208 0.331 -0.088
H -0.050 -0.114 0.006
H 0.071 0.253 -0.120
C 0.636 0.553 -0.463
C -1.376 -0.642 -0.039
O -4.772 -1.578 -0.732
O 6.228 0.428 0.446
H 0.301 -0.591 0.069
H 0.035 -0.108 -0.318
H -0.299 0.218 0.500
O 3.011 -0.617 -1.374
C -2.587 1.109 2.863
O -0.505 0.104 -2.050
C 2.344 -2.021 1.269
C 2.405 -0.352 -1.563
C -1.517 0.045 1.551
H -0.923 0.747 -0.291
H -0.588 0.234 -0.135
H 0.216 0.667 -0.590
H -1.686 -0.196 0.393
H -0.189 0.110 -0.118
H 0.005 0.091 -0.032

Formula: C7H16N3Si
Source: the OMol25 dataset
Level of theory: ωB97M-V/def2-TZVPD

Values from the calculation:
**F_max**: 1.014 eV/Å
**E_LUMO (spin up / spin down)**: -4.48 / -4.57 eV
**E_tot**: -729.7593 Eh
**Total charge**: +1
**2S+1**: 1

Atoms and positions in Å:
C (3.9942, 1.0994, 0.4313)
C (3.4683, -1.1939, 0.1386)
C (2.2544, 0.5326, -0.9084)
C (-1.6711, 1.1886, -1.5233)
C (-0.8714, -1.6061, -0.3366)
C (-2.7827, 0.2940, 1.2760)
C (0.1446, 0.9724, 0.9836)
N (3.1194, 1.4353, -0.4117)
N (4.0872, -0.2759, 0.9012)
N (2.5470, -0.8261, -0.7116)
Si (-1.2983, 0.2159, 0.0656)
H (4.7281, 1.7894, 0.8042)
H (3.7380, -2.2382, 0.2354)
H (1.5919, 0.8083, -1.7022)
H (-2.4408, 0.6889, -2.1068)
H (-2.0326, 2.1876, -1.2985)
H (-0.8003, 1.2934, -2.1629)
H (-0.0850, -1.9988, 0.3026)
H (-1.7412, -2.2382, -0.1937)
H (-0.5622, -1.7265, -1.3707)
H (-2.6171, -0.3288, 2.1479)
H (-2.9598, 1.3098, 1.6157)
H (-3.6817, -0.0546, 0.7732)
H (0.3304, 2.0327, 0.9703)
H (0.6808, 0.4455, 1.7560)
H (4.8390, -0.5450, 1.5194)
H (2.0698, -1.5129, -1.2865)

Cartesian forces, eV/Å:
C 0.344 -0.640 0.486
C 0.179 0.031 0.376
C -0.496 0.319 0.471
C 0.105 -0.376 0.578
C -0.099 0.636 0.103
C 0.601 -0.076 -0.753
C 0.045 -0.241 -0.785
N -0.238 0.324 -0.344
N -0.428 0.359 -0.846
N 0.351 -0.065 -0.013
Si -0.474 -0.031 0.297
H 0.185 0.062 0.208
H -0.137 0.009 0.022
H -0.195 -0.136 -0.154
H -0.113 -0.102 -0.032
H -0.040 0.156 0.096
H 0.204 -0.003 -0.119
H 0.109 -0.029 0.214
H -0.176 -0.122 -0.002
H 0.061 0.002 -0.283
H 0.074 -0.148 0.159
H 0.010 0.169 0.009
H -0.152 -0.063 -0.046
H 0.093 0.310 0.011
H 0.144 -0.168 0.228
H -0.052 -0.108 -0.049
H 0.096 -0.067 0.167

Which of these has the lowest F_max?
C7H16N3Si

Which of these has the lowest total charge?
CH3N2O2

Among the records above, which one has the highest total charge?
C7H16N3Si

What is the F_max in the second record?
1.863 eV/Å